Record 1
101
Properties=species:S:1:pos:R:3 method="wB97M-V/def2-TZVPD" charge=+1 orbital_gap_ha="0.161 / 0.161" lumo_ev="-4.452 / -4.453" molar_mass_g_mol=803.84 max_force_ev_per_a=3.0 e_above_lowest_kj_mol=435.59
Fe -0.201 0.559 -0.261
N 5.781 -2.090 0.101
C 6.803 -1.216 -0.330
C 8.044 -1.702 -0.710
C 9.051 -0.818 -1.079
C 8.810 0.545 -1.086
C 7.547 1.028 -0.762
C 6.552 0.143 -0.382
S 4.924 0.701 0.021
N 3.941 -0.663 -0.203
C 4.439 -1.834 -0.084
C 3.537 -3.046 -0.125
C 4.097 -4.349 -0.153
C 3.241 -5.455 -0.077
C 1.903 -5.268 -0.021
C 1.329 -3.911 -0.137
N 2.255 -2.817 -0.141
H 6.059 -3.041 0.222
H 8.224 -2.773 -0.706
H 10.019 -1.204 -1.369
H 9.600 1.238 -1.346
H 7.335 2.090 -0.782
H 5.154 -4.534 -0.257
H 3.657 -6.455 -0.066
H 1.220 -6.107 0.073
H 0.752 -3.874 -1.067
S 1.052 4.831 -0.824
C 0.807 3.170 -1.146
N 0.730 2.393 -0.111
C 0.884 3.115 1.073
C 0.888 2.585 2.364
C 1.087 3.439 3.424
C 1.265 4.814 3.219
C 1.258 5.353 1.950
C 1.068 4.485 0.876
H 0.703 2.815 -2.163
H 0.735 1.522 2.502
H 1.102 3.045 4.432
H 1.414 5.465 4.071
H 1.405 6.413 1.790
C -6.449 5.988 0.267
C -5.373 4.940 0.206
C -5.264 4.077 -0.872
C -4.265 3.115 -0.950
C -4.261 2.223 -2.166
C -3.336 3.001 0.106
C -3.448 3.859 1.223
C -2.522 3.810 2.410
C -4.457 4.809 1.240
C -2.229 2.002 0.043
O -1.712 1.497 1.080
O -1.742 1.637 -1.083
H -7.080 5.961 -0.621
H -6.015 6.985 0.348
H -7.082 5.836 1.143
H -5.976 4.151 -1.687
H -5.232 2.258 -2.660
H -4.043 1.200 -1.884
H -3.495 2.532 -2.878
H -1.494 3.625 2.123
H -2.811 3.004 3.088
H -2.572 4.750 2.962
H -4.527 5.480 2.092
C -3.597 -1.204 0.901
C -3.040 -2.025 -0.271
C -3.040 -3.510 0.115
C -3.986 -1.858 -1.467
P -1.237 -1.456 -0.555
C -0.412 -2.274 0.882
C -0.336 -1.422 1.966
C 0.239 -1.794 3.185
C 0.772 -3.089 3.343
C 0.723 -3.973 2.322
C 0.174 -3.649 0.982
C -0.727 -1.874 -2.341
C -1.473 -0.837 -3.207
C -1.062 -3.276 -2.852
C 0.775 -1.574 -2.519
H -4.626 -1.517 1.098
H -3.603 -0.138 0.684
H -3.027 -1.366 1.816
H -4.075 -3.863 0.118
H -2.641 -3.669 1.117
H -2.486 -4.123 -0.600
H -5.010 -1.951 -1.097
H -3.848 -2.638 -2.215
H -3.911 -0.890 -1.949
H -0.770 -0.427 1.899
H 0.265 -1.088 4.005
H 1.216 -3.370 4.290
H 1.122 -4.974 2.446
H -0.594 -4.384 0.727
H -2.545 -1.005 -3.240
H -1.097 -0.921 -4.229
H -1.301 0.182 -2.861
H -2.135 -3.424 -2.953
H -0.668 -4.071 -2.218
H -0.622 -3.401 -3.846
H 1.142 -0.785 -1.847
H 0.955 -1.249 -3.545
H 1.400 -2.446 -2.345

Record 2
82
Properties=species:S:1:pos:R:3 method="wB97M-V/def2-TZVPD" charge=-1 orbital_gap_ha=0.214 lumo_ev=1.460 molar_mass_g_mol=2003.72 max_force_ev_per_a=1.7
C -0.706 -2.976 -0.839
N 0.646 -2.541 -1.176
C 1.781 -3.212 -0.514
Ta 1.718 -3.239 1.729
F 0.570 -1.632 1.853
Br 1.853 -3.503 4.360
P 3.964 -1.861 1.741
O 3.673 -0.705 0.586
I 5.725 -3.247 0.657
H -1.175 -2.363 -0.049
H -0.685 -4.022 -0.511
H -1.360 -2.916 -1.720
H 0.729 -1.537 -1.043
H 2.685 -2.638 -0.771
H 1.936 -4.207 -0.949
H 2.874 -4.635 1.630
H 0.432 -4.523 1.540
H 4.152 0.091 0.854
Br 3.326 -7.176 3.251
C 3.897 -8.447 1.907
C 3.975 -7.794 0.548
Br 2.215 -7.504 -0.219
H 3.194 -9.275 1.919
H 4.882 -8.796 2.214
H 4.503 -8.435 -0.155
H 4.454 -6.818 0.595
Br 0.444 0.819 0.008
C -0.046 1.913 -1.516
C -1.533 2.103 -1.619
Br -2.438 0.521 -2.285
H 0.367 1.431 -2.399
H 0.439 2.876 -1.366
H -1.769 2.894 -2.331
H -1.980 2.330 -0.656
Br 6.023 1.416 1.860
C 7.315 -0.017 2.092
C 8.686 0.380 1.621
Br 8.832 0.422 -0.319
H 6.912 -0.883 1.570
H 7.336 -0.217 3.161
H 9.418 -0.351 1.959
H 8.965 1.371 1.970
Br 8.873 4.044 3.505
C 9.783 3.632 5.170
C 10.308 2.220 5.197
Br 8.889 0.917 5.444
H 9.069 3.817 5.968
H 10.608 4.338 5.244
H 10.985 2.086 6.037
H 10.815 1.958 4.273
Br -3.929 -4.131 1.839
C -3.369 -2.358 2.402
C -4.461 -1.343 2.185
Br -4.654 -0.888 0.304
H -2.461 -2.127 1.848
H -3.132 -2.442 3.460
H -4.226 -0.410 2.692
H -5.427 -1.711 2.519
Br -1.175 4.810 -4.592
C -2.248 3.815 -5.873
C -3.724 4.029 -5.662
Br -4.379 3.050 -4.119
H -1.969 2.771 -5.768
H -1.948 4.181 -6.853
H -4.280 3.645 -6.515
H -3.968 5.077 -5.508
Br -9.714 2.709 -2.753
C -8.709 2.257 -4.354
C -8.383 0.788 -4.425
Br -6.983 0.309 -3.173
H -7.810 2.867 -4.335
H -9.338 2.553 -5.192
H -8.003 0.540 -5.414
H -9.241 0.163 -4.194
Br -8.086 7.002 -1.404
C -8.542 6.309 0.353
C -9.312 5.018 0.272
Br -11.148 5.297 -0.304
H -9.104 7.090 0.857
H -7.595 6.149 0.865
H -9.373 4.552 1.254
H -8.871 4.323 -0.437